The following is a quantum chemistry calculation of a 7-piece molecular cluster, C15H36Cl4N4O5 overall, from the Open Molecules 2025 dataset.

Calculated values
- HOMO level (alpha / beta): -0.0014 / -0.2677 Ha
- Largest force on an atom: 0.1057 hartree/bohr
- Molar mass: 494.3 g mol⁻¹
- Kohn-Sham gap (alpha / beta): 2.30 / 9.50 eV

```
! wB97M-V def2-TZVPD RIJCOSX def2/J DEFGRID3
* xyz -1 2
Cl 27.6929 -8.8512 -11.9749
C 28.2467 -7.8339 -13.4119
C 28.6214 -8.7045 -14.6035
Cl 30.1132 -9.7017 -14.3890
H 29.1391 -7.3094 -13.0701
H 27.4244 -7.1564 -13.6418
H 28.7201 -8.0754 -15.4881
H 27.8064 -9.4008 -14.8015
Cl 33.1856 -5.5256 -14.0376
C 32.4739 -7.0043 -13.5130
C 33.4652 -8.1730 -13.4638
Cl 34.0612 -8.3166 -11.7866
H 31.6512 -7.2584 -14.1813
H 32.1073 -6.8558 -12.4973
H 34.2463 -7.8986 -14.1729
H 33.0334 -9.1263 -13.7686
C 25.1530 -5.6437 -14.7869
C 24.6758 -6.2810 -16.1629
C 24.3894 -5.2536 -17.2826
O 25.6944 -7.1940 -16.5712
H 26.0860 -5.0912 -14.8989
H 25.0413 -6.5117 -14.1372
H 24.5417 -4.8537 -14.3507
H 23.8618 -6.9260 -15.8318
H 24.2473 -5.7786 -18.2271
H 25.2503 -4.5865 -17.3256
H 23.5510 -4.5707 -17.1451
H 25.1805 -7.9463 -16.8738
O 28.7890 -2.1900 -15.7627
C 28.5455 -3.3028 -16.2588
N 27.8204 -3.4259 -17.3190
C 29.1242 -4.6459 -15.8696
H 27.4858 -2.6133 -17.8168
H 27.5973 -4.3441 -17.6759
H 28.7097 -4.8668 -14.8860
H 30.2120 -4.6488 -15.7995
H 28.7959 -5.5067 -16.4522
O 31.0056 -12.6271 -18.1586
C 30.6179 -12.0473 -17.1257
N 31.4417 -11.7805 -16.0822
C 29.3038 -11.2886 -17.1487
H 31.1350 -11.0226 -15.4892
H 32.2972 -12.3106 -15.9975
H 29.4481 -10.2801 -17.5362
H 28.7577 -11.3065 -16.2056
H 28.5960 -11.9611 -17.6334
O 26.0600 -13.6638 -9.1735
C 26.0676 -12.9129 -10.1863
N 25.1701 -12.0679 -10.5254
C 27.3702 -12.6372 -10.9283
H 24.4063 -12.1439 -9.8689
H 25.1633 -11.5977 -11.4193
H 28.0751 -12.8423 -10.1226
H 27.5057 -11.6405 -11.3482
H 27.4797 -13.4387 -11.6588
O 28.0286 -5.8349 -18.7420
C 27.9927 -6.9812 -19.1565
N 27.5282 -7.1904 -20.3781
C 28.6913 -8.0746 -18.3411
H 26.9825 -6.4391 -20.7752
H 27.4780 -8.0840 -20.8462
H 29.2500 -7.7384 -17.4676
H 29.3777 -8.4199 -19.1142
H 27.8978 -8.7635 -18.0515
*
```

Results of the Mulliken charge analysis, in e, for atoms 1 through 8: -0.20 -0.32 0.49 -0.19 0.21 0.22 -0.93 0.37